9
Properties=species:S:1:pos:R:3:forces:R:3 method="wB97M-V/def2-TZVPD" homo_lumo_gap_ev="7.43 / 6.49"
Br 0.738 -2.331 0.088 0.287 1.014 -0.006
Cl -2.798 0.703 0.800 -1.095 0.267 0.737
O -1.728 -0.079 -1.447 -0.161 0.228 0.901
N 1.451 -0.526 -0.113 0.200 -0.734 -0.318
C 0.828 0.492 0.500 -2.046 -0.597 -0.212
C -1.578 0.273 -0.327 2.670 -0.274 -1.150
H 0.576 0.381 1.539 0.032 0.030 0.145
H 1.612 -0.383 -1.104 -0.060 -0.111 0.052
H 0.899 1.470 0.064 0.173 0.176 -0.149


80
Properties=species:S:1:pos:R:3:forces:R:3 method="wB97M-V/def2-TZVPD" total_charge=-2 homo_lumo_gap_ev=7.34
Te 0.698 5.857 -0.916 -0.068 -0.081 -0.654
Y -0.042 -0.573 0.289 -0.695 -0.349 0.255
Se 1.899 -2.395 1.238 0.162 -0.232 -0.101
F -6.701 -0.934 -0.636 0.009 0.024 -0.003
F 2.588 6.327 -0.562 0.101 -0.050 0.311
F -0.208 5.043 0.772 0.105 0.050 0.183
F -1.159 6.130 -1.432 -0.164 0.018 -0.016
F 0.444 7.476 -0.033 -0.053 0.089 0.178
F 0.986 6.826 -2.560 0.084 0.199 -0.062
O -4.604 -4.899 2.305 -0.012 0.040 0.009
O -1.246 -1.317 2.040 -0.074 0.107 -0.053
O -3.364 -1.024 2.733 0.088 0.017 0.066
O -8.271 -2.999 0.422 0.000 -0.007 0.019
O 0.094 2.457 0.203 -0.192 -0.263 -0.279
N -2.166 0.226 -0.393 -0.377 0.033 0.020
N -1.396 -1.654 -2.716 0.025 0.179 -0.003
N -6.399 -3.890 1.355 0.024 0.008 -0.018
N -2.826 0.224 -1.571 0.139 0.016 -0.144
N -0.465 -1.793 -1.747 -0.023 -0.001 0.043
N -4.282 -2.981 1.087 -0.019 0.008 0.022
N -0.436 -6.384 2.285 0.016 0.073 -0.011
C -7.070 -2.936 0.601 -0.006 0.037 -0.009
C 0.053 2.364 -1.171 -0.050 -0.053 -0.044
C -2.855 -2.919 1.387 -0.097 -0.055 -0.045
C -0.802 3.137 -1.947 -0.173 -0.241 0.144
C 0.771 -4.416 2.956 -0.005 0.041 0.011
C 4.029 1.148 -1.523 -0.123 0.013 0.025
C -3.688 1.871 -0.360 -0.015 -0.025 -0.030
C -0.355 -5.929 1.035 -0.015 -0.020 0.024
C 0.182 -2.977 -3.538 -0.013 -0.001 0.012
C 0.907 1.421 -1.751 0.172 -0.092 0.137
C -0.794 2.994 -3.326 0.007 -0.013 -0.021
C 0.885 -3.960 1.642 -0.024 0.002 0.182
C -5.043 -3.984 1.638 -0.023 -0.021 0.010
C 0.276 -4.750 0.668 0.007 0.022 -0.035
C 6.073 2.532 -2.863 -0.008 0.004 -0.011
C 0.867 1.270 -3.140 -0.014 -0.027 -0.027
C 2.980 0.382 -0.802 0.162 0.194 -0.215
C 1.650 0.516 -0.854 0.836 0.245 -0.160
C 0.118 -5.608 3.218 -0.024 -0.024 -0.011
C 3.833 2.453 -1.983 0.023 0.032 0.029
C -3.738 1.199 -1.572 -0.033 0.026 -0.001
C -2.683 1.221 0.342 -0.148 -0.091 0.024
C 6.291 1.243 -2.397 -0.018 0.002 0.019
C 0.498 -2.580 -2.244 0.046 0.023 -0.060
C -6.167 -1.921 0.098 -0.067 -0.055 0.008
C -1.030 -2.355 -3.790 0.000 0.015 -0.037
C -4.858 -1.963 0.362 0.105 -0.006 0.028
C 5.282 0.567 -1.725 0.021 -0.022 -0.037
C -2.490 -1.634 2.140 0.001 0.214 -0.037
C 4.841 3.137 -2.643 0.007 -0.031 0.002
C 0.040 2.058 -3.925 -0.005 0.022 0.020
B -2.769 -0.894 -2.659 -0.045 -0.106 0.109
H -4.285 2.707 -0.041 0.015 -0.004 -0.008
H 4.662 4.154 -2.971 0.008 -0.008 0.003
H -4.188 -1.195 -0.001 0.007 -0.019 0.012
H -1.501 3.808 -1.464 0.093 0.114 -0.039
H -0.819 -6.547 0.271 -0.008 0.008 0.007
H -6.967 -4.617 1.761 0.006 -0.029 -0.013
H 2.889 2.947 -1.800 -0.002 -0.002 0.001
H 1.377 -2.784 -1.651 -0.025 -0.012 0.031
H -2.618 -3.780 2.010 0.066 -0.017 -0.032
H 7.252 0.765 -2.549 -0.006 0.001 0.002
H 6.859 3.067 -3.383 -0.002 -0.002 0.012
H -0.290 3.320 0.471 0.172 0.117 0.234
H 5.457 -0.436 -1.348 0.002 0.004 -0.011
H -2.325 1.400 1.344 0.013 -0.001 -0.006
H 0.749 -3.615 -4.193 0.009 0.036 -0.005
H -1.660 -2.361 -4.664 0.021 0.013 0.007
H 0.039 1.935 -5.001 -0.011 -0.006 0.009
H -4.377 1.337 -2.428 0.032 0.014 0.003
H -3.645 -1.709 -2.431 0.050 0.004 0.059
H 3.393 -0.397 -0.161 0.031 -0.005 0.004
H -2.928 -0.359 -3.731 -0.050 -0.064 0.009
H -2.278 -2.995 0.463 -0.016 -0.001 -0.025
H 1.192 -3.836 3.767 0.012 -0.018 -0.004
H 1.503 0.517 -3.592 0.003 0.012 0.004
H 0.294 -4.459 -0.373 0.029 -0.014 -0.005
H 0.037 -5.963 4.242 -0.003 0.001 -0.010
H -1.452 3.612 -3.924 0.001 -0.010 -0.002


135
Properties=species:S:1:pos:R:3:forces:R:3 method="wB97M-V/def2-TZVPD" smiles="CCCCO[C@]1(Br)OC(=O)O[C@]1(CCF)CCC(F)(F)C(F)(F)C(F)(F)C(F)(F)F.O=S1(=O)OCCO1.O=S1(=O)OCCO1.O=S1(=O)OCCO1.O=S1(=O)OCCO1.O=S1(=O)OCCO1.O=S1(=O)OCCO1.O=S1(=O)OCCO1.O=S1(=O)OCCO1" homo_lumo_gap_ev=10.52
Br -1.842 -7.527 3.819 -0.139 0.270 -0.419
S 2.928 -2.395 0.024 0.328 0.033 -0.467
S -1.788 2.480 -0.703 0.259 0.263 0.269
S -4.888 3.680 4.148 -0.075 -0.400 -0.093
S -1.688 2.788 -8.349 0.316 0.259 0.124
S -0.868 5.997 3.895 -0.040 -0.554 0.106
S 8.542 -2.755 -1.040 0.617 0.279 0.109
S 2.858 -0.383 -4.450 -0.541 0.170 0.080
S -4.033 6.363 -13.429 -0.030 -0.203 0.157
F 2.080 -0.884 7.179 -0.399 -0.106 0.205
F 0.141 -6.769 0.830 -0.230 0.003 0.034
F -1.100 -1.930 8.324 0.313 0.182 -0.132
F 1.445 -2.783 8.006 -0.347 0.138 -0.235
F 1.112 -1.231 4.978 -0.324 0.025 0.136
F -0.759 -2.084 5.686 0.056 -0.037 0.346
F 0.120 0.886 6.699 -0.301 -0.313 0.130
F -0.940 1.119 8.577 0.087 -0.239 -0.387
F -1.885 0.055 6.958 0.516 -0.013 -0.020
F 0.432 -0.783 9.351 0.046 0.142 -0.439
O -2.135 2.098 -7.195 -0.097 -0.267 -0.064
O -1.413 7.048 4.669 -0.080 0.148 -0.160
O -1.680 -5.094 5.124 -0.901 -0.384 -0.231
O -2.782 2.390 0.304 -0.135 -0.219 0.014
O 8.566 -1.201 -0.685 0.059 0.039 -0.303
O -1.838 -4.914 2.763 -0.419 0.275 0.210
O 0.611 5.660 4.418 -0.009 -0.164 -0.134
O -1.644 3.997 -1.175 0.304 -0.348 -0.199
O -0.356 2.336 -0.014 -0.112 0.088 0.238
O 1.942 -1.461 -0.382 -0.114 0.126 0.269
O -0.825 6.043 2.476 0.166 0.477 -0.250
O 4.360 -1.829 -0.377 -0.231 0.015 -0.184
O -5.015 5.108 -13.562 -0.048 0.079 0.213
O 3.299 -1.500 -5.205 0.251 -0.103 0.107
O 1.688 -0.867 -3.484 0.076 -0.236 -0.394
O -1.818 1.632 -1.839 -0.228 -0.031 -0.328
O -0.978 -5.965 7.083 -0.246 -0.188 1.408
O -5.936 3.129 3.072 -0.142 -0.004 0.280
O 10.118 -2.960 -1.173 -0.040 0.032 0.257
O -3.756 4.218 3.490 -0.640 0.074 -0.233
O -3.251 6.478 -14.605 0.084 0.140 -0.052
O -4.778 7.458 -12.926 -0.069 0.128 -0.107
O 0.289 -6.139 5.229 -0.207 1.078 0.459
O 8.090 -3.480 0.091 -0.153 -0.253 -0.080
O 2.974 -2.885 1.357 -0.262 -0.113 0.227
O -1.634 4.350 -8.034 0.122 0.034 -0.316
O -2.306 2.614 -9.615 -0.237 -0.139 0.060
O -4.460 2.256 4.752 0.098 0.137 -0.222
O -0.118 2.549 -8.499 -0.012 0.056 0.268
O 7.946 -2.911 -2.318 -0.205 -0.115 -0.021
O 3.765 0.427 -3.719 0.277 -0.033 -0.088
O 1.978 0.575 -5.380 0.052 0.116 0.208
O 2.910 -3.644 -0.967 0.128 -0.122 0.251
O -5.597 4.411 5.132 -0.058 0.200 -0.012
O -3.107 5.773 -12.267 0.055 -0.201 -0.226
O -1.556 4.628 4.303 0.843 0.265 0.739
C -3.750 4.638 -11.663 -0.326 0.053 0.286
C 10.791 -1.692 -1.149 0.051 0.256 -0.324
C 0.548 -0.008 -3.631 -0.081 0.474 0.302
C -0.810 -5.769 5.945 0.370 0.188 -0.925
C 0.461 3.473 -0.313 0.241 0.092 -0.351
C 0.579 3.807 -8.515 0.053 0.259 -0.333
C -5.319 1.222 4.253 -0.398 0.032 0.404
C 4.016 -3.569 -1.886 0.024 0.294 -0.430
C -3.843 -2.447 2.349 0.018 -0.040 0.352
C -4.517 3.999 -12.798 0.299 -0.226 -0.159
C 0.580 0.405 -5.085 -0.293 -0.340 -0.155
C 9.895 -0.809 -0.308 0.169 -0.089 0.403
C -0.714 0.273 7.557 -0.306 0.684 0.524
C 0.557 4.517 5.288 -0.197 -0.010 0.320
C 0.767 -5.742 1.517 0.506 0.331 0.033
C 0.648 -3.953 4.058 -0.870 0.490 0.654
C -3.881 -3.641 3.300 -0.222 0.044 -0.614
C 5.089 -2.827 -1.121 -0.044 -0.386 0.237
C -1.333 -5.551 3.802 0.652 -0.384 0.874
C 0.170 -5.417 3.995 1.491 -1.401 -1.833
C -0.525 4.603 -0.487 -0.133 0.288 0.471
C -0.094 -1.045 8.135 -0.313 -0.312 0.376
C 1.015 -1.716 7.287 0.368 -0.033 -0.044
C -5.752 1.718 2.890 0.389 -0.112 -0.207
C -0.567 3.678 4.711 0.254 -0.277 -0.184
C 1.141 -3.502 5.442 0.188 0.003 -0.113
C 1.037 -6.137 2.964 -0.205 -0.339 -0.137
C -4.469 -1.171 2.930 0.665 -0.846 -0.928
C 0.588 -2.161 5.842 0.624 0.140 -0.616
C -3.271 -4.868 2.642 -0.553 0.447 0.116
C -0.292 4.727 -7.685 0.167 -0.094 0.385
H -0.993 2.988 5.433 -0.182 0.108 0.002
H 0.174 -4.839 1.430 -0.346 0.055 -0.012
H 0.326 4.857 6.300 -0.015 -0.010 -0.010
H -0.362 -0.536 -3.365 0.117 -0.191 0.072
H 5.596 -3.480 -0.410 0.027 0.001 -0.008
H 0.036 1.326 -5.273 0.178 0.103 -0.051
H 1.161 3.653 0.498 -0.091 -0.137 0.132
H -4.932 -3.883 3.451 -0.186 -0.043 0.316
H 1.427 -3.755 3.339 0.210 -0.229 -0.277
H -0.155 4.553 -6.615 0.031 0.007 -0.008
H 10.042 0.249 -0.501 -0.221 0.018 -0.119
H 0.987 -4.224 6.233 -0.183 -0.091 0.054
H -4.391 -2.746 1.462 -0.007 0.003 -0.300
H -0.127 5.777 -7.906 -0.221 0.020 -0.114
H -0.127 5.427 -1.071 -0.165 -0.066 -0.223
H 11.785 -1.805 -0.727 -0.042 -0.228 0.059
H -0.876 4.979 0.473 0.024 0.006 0.005
H -6.677 1.261 2.550 -0.140 0.223 0.029
H -5.308 -0.854 2.322 -0.373 -0.021 0.081
H 1.017 3.271 -1.232 0.011 -0.002 0.003
H -6.169 1.122 4.932 -0.078 0.048 -0.015
H -3.757 -0.355 2.862 0.215 0.015 0.192
H -0.182 -3.320 3.754 -0.132 0.102 -0.022
H -3.438 -3.422 4.266 0.132 -0.036 0.159
H 0.651 4.147 -9.549 -0.003 0.016 0.010
H -5.340 3.382 -12.451 -0.161 0.156 -0.075
H 0.679 0.841 -2.960 -0.091 0.022 -0.016
H -3.015 3.972 -11.225 0.177 0.148 -0.086
H -3.749 -5.772 3.003 0.390 -0.315 0.265
H 1.576 3.685 -8.102 -0.046 -0.228 0.066
H -3.480 -4.816 1.581 0.207 -0.078 -0.299
H 5.813 -2.361 -1.773 -0.106 0.301 -0.004
H 0.919 -7.213 3.038 -0.160 -0.166 0.061
H 4.327 -4.566 -2.182 -0.150 -0.107 0.169
H -4.780 0.281 4.206 -0.121 1.061 0.444
H -2.815 -2.266 2.045 0.146 0.086 -0.074
H -0.239 3.123 3.829 0.017 -0.025 0.022
H 1.701 -5.525 1.014 0.240 -0.163 -0.207
H 10.022 -1.006 0.758 0.031 0.004 -0.008
H 0.187 -0.383 -5.729 -0.011 0.021 -0.013
H -4.973 1.567 2.139 0.001 0.002 0.010
H 2.215 -3.361 5.381 0.237 0.012 0.209
H -4.788 -1.317 3.956 0.009 -0.315 0.008
H 2.080 -5.937 3.184 0.181 0.127 0.231
H -3.863 3.406 -13.439 0.009 -0.005 0.018
H 1.512 4.001 5.289 0.079 0.137 -0.180
H -4.422 5.000 -10.882 -0.009 -0.025 -0.001
H 3.693 -3.014 -2.769 0.009 -0.012 0.001
H 10.870 -1.325 -2.174 -0.006 0.017 0.010


20
Properties=species:S:1:pos:R:3:forces:R:3 method="wB97M-V/def2-TZVPD" smiles=C.O.O.O.O.O homo_lumo_gap_ev=12.05
O 1.808 1.371 -0.285 -0.591 -0.111 0.237
O 1.597 -1.482 -1.216 -0.309 -0.431 -0.025
O -0.749 -1.848 0.699 -0.093 0.093 -0.738
O -1.806 -0.501 3.140 0.281 -0.427 -0.180
O 0.410 1.306 2.620 -0.374 -0.002 -0.232
C -0.727 0.788 -3.024 0.621 -0.053 0.148
H -1.119 0.172 3.251 0.109 0.177 -0.111
H 0.705 -1.568 -0.856 -0.138 0.250 0.331
H 1.312 0.991 2.702 0.122 -0.034 -0.015
H -0.280 -0.197 -3.181 -0.019 0.167 -0.251
H 1.706 0.415 -0.329 -0.099 -0.310 -0.339
H 2.735 1.457 -0.097 0.685 0.329 0.092
H -1.368 1.074 -3.849 -0.413 -0.246 0.042
H -1.412 -1.409 0.154 0.020 -0.103 -0.020
H -2.633 -0.118 3.419 -0.255 0.199 0.137
H 1.807 -2.418 -1.326 0.421 0.164 -0.077
H -1.241 0.734 -2.060 -0.100 0.367 -0.250
H 0.271 1.382 1.661 0.242 0.043 0.257
H -1.086 -1.684 1.582 -0.027 0.170 0.656
H 0.071 1.537 -3.006 -0.082 -0.242 0.338


Result set for energy relative to the best compared isomer or geometry (same formula, charge and spin): 84.23; 65.60; 0.00; 7.07 kcal per mole, one per record in the order listed.
Result set for E_tot: -3242.07790; -5289.26686; -10677.28160; -422.69408 Eh, one per record in the order listed.